Entry 1:
Density functional theory data (ωB97M-V with the def2-TZVPD basis set) for 2 unconnected molecules or ions with the total composition C10H16O at a distorted geometry.

Last column: Mulliken charge in e.
Geometry (Å):
C -1.543 -2.291 -0.135  -1.620
C -1.310 -0.857 0.129  0.833
C -1.099 -0.302 1.412  -0.487
C -0.834 1.045 1.601  -0.497
C -0.946 1.872 0.515  0.954
O -0.609 3.198 0.738  -0.552
C -1.570 1.478 -0.648  -0.669
C -1.735 0.104 -0.832  -0.648
H -1.382 -2.511 -1.195  0.345
H -2.597 -2.537 0.049  0.386
H -0.991 -3.044 0.429  0.360
H -0.920 -1.026 2.201  0.306
H -0.699 1.325 2.636  0.407
H -0.756 3.730 -0.056  0.298
H -1.831 2.132 -1.468  0.282
H -2.001 -0.319 -1.795  0.293
C 2.195 -1.258 -1.879  -1.229
C 2.559 -1.679 -0.464  0.208
C 3.309 -0.558 0.221  -1.217
H 3.163 -1.290 -2.405  0.382
H 1.814 -0.245 -1.961  0.277
H 1.670 -1.942 -2.553  0.346
H 1.634 -1.844 0.134  -0.034
H 2.965 -2.686 -0.383  0.343
H 4.250 -0.447 -0.357  0.310
H 2.819 0.410 0.137  0.268
H 3.706 -0.712 1.220  0.355

Calculated values
- HOMO-LUMO gap (eV) = 9.19
- energy above the lowest of the compared OMol25 structures with the same formula, charge and spin (kcal per mole) = 36.8
- HOMO (eV) = -8.33
- total charge = 0
- largest force on an atom (eV/A) = 3.10
- E_tot (eV) = -12676.1296
- LUMO energy (eV) = 0.8586

***

Entry 2:
Density functional theory data (ωB97M-V with the def2-TZVPD basis set) for 3 unconnected molecules or ions with the total composition C20H26N4O5 at a distorted geometry.

Last column: Mulliken charge in e.
Geometry (Å):
C -1.747 5.132 3.309  -0.773
C -0.814 4.681 4.453  -0.707
N -0.717 3.247 4.654  -0.247
C 0.415 2.601 4.042  -0.669
C 0.835 1.224 4.556  -0.819
N 1.897 0.892 3.581  -0.295
C 1.974 1.803 2.525  -0.369
O 2.885 1.921 1.821  -0.560
C 0.646 2.563 2.521  0.898
C -0.283 1.775 1.564  -0.913
C -1.766 1.626 1.948  -0.704
H -1.216 5.786 2.628  0.294
H -2.075 4.291 2.709  0.089
H -2.630 5.635 3.676  0.337
H -1.136 5.125 5.391  0.481
H 0.163 5.107 4.256  0.334
H -1.593 2.763 4.534  0.314
H 1.251 3.218 4.383  0.417
H 1.385 1.415 5.467  0.347
H 0.047 0.495 4.648  0.300
H 2.823 0.867 3.991  0.319
H 0.675 3.589 2.169  0.637
H -0.239 2.264 0.599  0.386
H 0.118 0.783 1.374  0.461
H -2.384 2.349 1.435  0.247
H -1.974 1.600 3.009  0.107
H -2.099 0.654 1.568  0.098
O -2.553 -2.502 1.822  -0.613
N -2.102 -2.250 0.720  1.043
O -2.660 -1.552 -0.111  -0.591
C -0.796 -2.824 0.364  0.052
C -0.151 -3.647 1.270  -0.474
C 1.070 -4.201 0.921  -0.465
C 1.632 -3.926 -0.319  -0.574
C 0.977 -3.091 -1.216  -0.299
C -0.246 -2.536 -0.872  -0.253
H -0.587 -3.860 2.234  0.469
H 1.583 -4.851 1.618  0.388
H 2.583 -4.366 -0.590  0.412
H 1.420 -2.878 -2.183  0.495
H -0.759 -1.887 -1.567  0.513
O 3.171 -3.419 -5.842  -0.591
N 2.200 -3.072 -5.202  1.023
O 2.074 -3.220 -3.994  -0.693
C 1.091 -2.432 -5.927  -0.061
C 1.183 -2.278 -7.298  -0.412
C 0.128 -1.694 -7.980  -0.449
C -0.998 -1.269 -7.288  -0.417
C -1.071 -1.423 -5.910  -0.469
C -0.021 -2.008 -5.222  -0.025
H 2.059 -2.608 -7.837  0.446
H 0.183 -1.572 -9.054  0.375
H -1.823 -0.818 -7.825  0.379
H -1.948 -1.089 -5.372  0.392
H -0.080 -2.130 -4.151  0.390

Calculated values
- HOMO-LUMO gap (eV) = 7.72
- energy above the lowest of the compared OMol25 structures with the same formula, charge and spin (kcal per mole) = 220.1
- HOMO (eV) = -8.50
- total charge = 0
- largest force on an atom (eV/A) = 4.71
- E_tot (eV) = -37353.5587
- LUMO energy (eV) = -0.7789

***

Entry 3:
Density functional theory data (ωB97M-V with the def2-TZVPD basis set) for 9 unconnected molecules or ions with the total composition C30H59ClN4O9PS8 at a distorted geometry.

Last column: Mulliken charge in e.
Geometry (Å):
O -0.155 -5.142 -3.895  -0.434
P 0.190 -3.962 -4.943  0.227
Cl 0.016 -2.168 -3.940  -0.057
C -1.329 -3.954 -6.062  0.671
N -2.164 -4.933 -5.853  -0.636
N -3.243 -4.935 -6.619  0.098
C -3.470 -4.008 -7.522  -0.429
C -2.613 -2.966 -7.808  0.153
C -2.914 -1.978 -8.881  0.481
C -4.139 -1.346 -8.875  -0.667
C -4.396 -0.433 -9.888  -0.511
C -3.427 -0.228 -10.849  -0.499
C -2.239 -0.930 -10.740  -0.312
N -1.950 -1.787 -9.774  -0.340
C -1.440 -2.917 -7.035  0.120
C -0.442 -1.852 -7.205  0.428
C 0.878 -2.197 -7.467  0.028
C 1.751 -1.137 -7.615  -0.976
C 1.239 0.141 -7.481  -0.150
N -0.025 0.479 -7.260  -0.558
C -0.867 -0.534 -7.126  -0.489
H -1.028 -5.036 -3.482  0.325
H -3.906 -5.684 -6.465  0.292
H -4.399 -4.087 -8.075  0.589
H -4.884 -1.515 -8.108  0.462
H -5.342 0.090 -9.917  0.447
H -3.628 0.469 -11.648  0.406
H -1.473 -0.756 -11.487  0.422
H 1.205 -3.223 -7.531  0.601
H 2.803 -1.294 -7.798  0.472
H 1.954 0.955 -7.568  0.353
H -1.915 -0.325 -6.940  0.461
C -0.133 -0.377 -0.980  -1.014
S -0.288 -0.465 0.813  0.616
O -1.611 0.121 1.159  -0.704
C 0.966 0.754 1.189  -0.927
H -0.865 -1.054 -1.416  0.293
H -0.330 0.641 -1.319  0.404
H 0.871 -0.686 -1.274  0.347
H 0.712 1.705 0.717  0.405
H 1.934 0.401 0.837  0.304
H 1.003 0.876 2.266  0.297
C 4.646 1.566 5.274  -1.001
S 3.955 0.312 4.190  0.438
O 2.845 0.960 3.426  -0.577
C 3.201 -0.673 5.482  -0.450
H 5.135 2.316 4.656  0.338
H 3.847 2.031 5.853  0.280
H 5.377 1.106 5.938  0.388
H 2.501 -0.067 6.047  -0.092
H 3.974 -1.062 6.143  0.379
H 2.673 -1.504 5.015  0.245
C -0.260 0.310 7.762  -0.892
S 1.163 0.047 8.820  0.490
O 1.975 -1.042 8.204  -0.625
C 0.249 -0.678 10.183  -0.949
H 0.089 0.731 6.819  0.320
H -0.764 -0.638 7.572  0.395
H -0.940 1.014 8.245  0.246
H -0.287 -1.561 9.836  0.234
H -0.450 0.056 10.583  0.420
H 0.961 -0.960 10.957  0.375
C 5.540 4.314 -7.630  -0.953
S 4.239 3.559 -6.646  0.485
O 4.256 2.092 -6.937  -0.609
C 2.869 4.259 -7.565  -0.865
H 6.498 3.973 -7.244  0.334
H 5.436 4.011 -8.672  0.298
H 5.476 5.398 -7.540  0.353
H 2.941 3.962 -8.613  0.379
H 2.887 5.344 -7.477  0.411
H 1.944 3.883 -7.140  0.211
C -2.966 4.175 7.485  -0.924
S -1.364 4.026 8.286  0.569
O -1.521 3.064 9.410  -0.608
C -1.346 5.677 8.993  -0.988
H -3.193 3.223 7.008  0.295
H -3.729 4.403 8.229  0.312
H -2.922 4.959 6.730  0.360
H -2.215 5.809 9.639  0.299
H -1.353 6.414 8.190  0.369
H -0.435 5.783 9.578  0.330
C -1.704 4.672 -4.809  -0.874
S -1.257 5.476 -6.352  0.410
O 0.137 5.061 -6.670  -0.527
C -1.173 7.141 -5.686  -0.968
H -1.767 3.602 -4.995  0.239
H -0.941 4.869 -4.056  0.301
H -2.673 5.042 -4.474  0.382
H -0.445 7.176 -4.875  0.313
H -2.158 7.438 -5.326  0.374
H -0.863 7.809 -6.487  0.317
C 2.840 -4.466 1.018  -0.974
S 1.536 -3.746 2.027  0.758
O 1.845 -4.076 3.440  -0.683
C 0.240 -4.871 1.489  -1.027
H 3.763 -3.930 1.232  0.311
H 2.962 -5.520 1.267  0.349
H 2.589 -4.351 -0.038  0.295
H 0.532 -5.899 1.706  0.386
H 0.070 -4.742 0.419  0.284
H -0.668 -4.624 2.035  0.316
C -0.522 -3.697 12.442  -0.856
S -2.285 -3.888 12.732  0.490
O -2.924 -2.592 12.388  -0.604
C -2.173 -3.969 14.524  -0.907
H -0.367 -3.585 11.371  0.219
H -0.156 -2.809 12.959  0.276
H 0.007 -4.583 12.793  0.424
H -1.699 -3.064 14.904  0.298
H -1.599 -4.849 14.813  0.342
H -3.183 -4.047 14.920  0.320

Calculated values
- HOMO-LUMO gap (eV) = 4.77
- HOMO (eV) = -9.54
- total charge = +1
- largest force on an atom (eV/A) = 1.77
- E_tot (eV) = -164935.4677
- LUMO energy (eV) = -4.7706

***

Entry 4:
Density functional theory data (ωB97M-V with the def2-TZVPD basis set) for 3 unconnected molecules or ions with the total composition C39H39BO7 at a distorted geometry.

Last column: Mulliken charge in e.
Geometry (Å):
O -2.471 1.582 3.634  -0.745
C -2.127 0.896 2.694  0.303
C -1.765 -0.537 2.883  0.306
C -1.844 -1.098 4.151  -0.561
C -1.547 -2.437 4.334  -0.529
C -1.171 -3.224 3.250  -0.576
C -1.075 -2.666 1.987  -0.457
C -1.366 -1.321 1.799  0.174
C -1.241 -0.730 0.437  0.326
O -0.843 -1.400 -0.495  -0.644
C -1.621 0.695 0.246  0.386
C -1.545 1.255 -1.023  -0.506
C -1.924 2.572 -1.221  -0.574
C -2.381 3.336 -0.152  -0.669
C -2.447 2.787 1.117  -0.509
C -2.064 1.468 1.322  0.344
H -2.142 -0.486 4.992  0.494
H -1.613 -2.874 5.323  0.391
H -0.950 -4.274 3.394  0.414
H -0.778 -3.275 1.144  0.550
H -1.194 0.659 -1.855  0.591
H -1.867 3.006 -2.211  0.400
H -2.684 4.363 -0.310  0.446
H -2.798 3.384 1.949  0.629
O -2.576 6.159 3.404  -0.701
C -2.367 6.744 4.447  0.495
C -1.882 8.153 4.446  0.177
C -1.689 8.805 3.235  -0.497
C -1.273 10.125 3.219  -0.506
C -1.050 10.801 4.414  -0.456
C -1.225 10.152 5.624  -0.584
C -1.636 8.825 5.645  0.231
C -1.803 8.135 6.955  0.557
O -1.538 8.703 7.994  -0.668
C -2.308 6.734 6.956  0.348
C -2.505 6.084 8.167  -0.661
C -3.004 4.792 8.185  -0.447
C -3.308 4.144 6.991  -0.585
C -3.101 4.784 5.782  -0.420
C -2.597 6.077 5.758  0.248
H -1.868 8.279 2.307  0.475
H -1.127 10.633 2.274  0.399
H -0.736 11.837 4.400  0.397
H -1.047 10.674 6.554  0.468
H -2.272 6.590 9.094  0.473
H -3.160 4.288 9.130  0.390
H -3.704 3.137 7.006  0.433
H -3.334 4.277 4.855  0.436
C 6.601 -5.703 -3.253  -1.224
C 6.003 -5.837 -4.663  -0.010
O 6.078 -4.641 -5.391  -0.424
C 5.055 -3.720 -5.017  -0.699
B 3.732 -3.835 -5.893  0.260
C 3.611 -4.947 -7.002  -1.059
C 2.532 -2.851 -5.598  -0.882
C 1.633 -3.593 -4.582  0.363
C 0.368 -2.835 -4.248  -1.027
C -0.397 -3.405 -3.045  -0.332
C -0.458 -4.912 -3.006  -0.611
O -1.327 -5.447 -4.021  -0.348
C -0.681 -6.141 -4.990  0.727
C -0.036 -7.464 -4.677  -1.014
O -0.658 -5.741 -6.075  -0.462
H 7.056 -4.722 -3.179  0.309
H 7.358 -6.449 -3.050  0.349
H 5.847 -5.793 -2.480  0.335
H 6.578 -6.579 -5.204  0.454
H 4.975 -6.205 -4.634  0.040
H 5.408 -2.691 -5.080  0.311
H 4.755 -3.890 -3.973  0.371
H 2.777 -4.763 -7.671  0.317
H 4.544 -5.088 -7.531  0.325
H 3.396 -5.883 -6.477  0.292
H 2.862 -1.904 -5.169  0.326
H 1.979 -2.649 -6.513  0.308
H 2.225 -3.726 -3.673  0.227
H 1.450 -4.585 -4.992  -0.177
H 0.689 -1.838 -3.951  0.428
H -0.268 -2.684 -5.111  0.359
H 0.161 -3.120 -2.158  0.156
H -1.381 -2.965 -2.939  0.358
H -0.915 -5.164 -2.050  0.357
H 0.529 -5.363 -2.988  0.385
H -0.396 -7.939 -3.771  0.348
H 1.040 -7.348 -4.669  0.206
H -0.252 -8.118 -5.507  0.372

Calculated values
- HOMO-LUMO gap (eV) = 8.01
- HOMO (eV) = -9.09
- total charge = 0
- largest force on an atom (eV/A) = 4.37
- E_tot (eV) = -56085.0144
- LUMO energy (eV) = -1.0830

***

Entry 5:
Density functional theory data (ωB97M-V with the def2-TZVPD basis set) for a molecular structure, C17H14FeN2O3 at a distorted geometry.

Last column: Löwdin spin population.
Geometry (Å):
O 3.212 -2.617 -2.775  -0.012
C 2.420 -1.883 -2.352  0.004
Fe 1.093 -0.741 -1.891  1.593
C 2.396 0.349 -1.377  -0.007
O 3.182 1.148 -1.089  -0.022
C 0.997 -1.390 -0.232  -0.020
O 0.868 -1.811 0.840  -0.024
C -0.348 -1.936 -2.573  -0.004
C -1.588 -1.647 -1.778  -0.001
C -1.784 -0.116 -1.653  -0.002
C -0.430 0.538 -1.532  -0.019
C 0.276 0.961 -2.692  0.107
C 0.370 0.129 -3.818  0.202
C 0.138 -1.239 -3.709  0.155
H -0.101 -3.003 -2.529  0.001
H -2.484 -2.150 -2.192  0.001
H -1.462 -2.050 -0.751  0.002
H -2.335 0.260 -2.535  0.005
H -2.377 0.130 -0.753  0.000
H -0.351 1.117 -0.602  -0.003
H 0.741 1.947 -2.688  0.010
H 0.855 0.515 -4.717  0.021
H 0.543 -1.886 -4.490  0.016
C 1.166 1.369 4.682  0.222
C -0.065 0.749 4.918  0.246
C -0.987 0.650 3.873  0.240
C -0.638 1.177 2.536  0.242
C 0.592 1.805 2.349  0.257
C 1.485 1.890 3.423  0.175
N -1.685 0.925 1.690  0.064
C -2.630 0.316 2.491  0.409
N -2.243 0.118 3.797  0.050
H 1.893 1.452 5.487  0.010
H -0.351 0.331 5.879  0.021
H 0.797 2.200 1.358  0.020
H 2.450 2.371 3.280  0.006
H -3.618 0.023 2.126  0.034

Calculated values
- HOMO-LUMO gap (alpha / beta) (eV) = 3.15 / 5.43
- HOMO (alpha / beta) (eV) = 2.20 / -1.44
- total charge = -2
- 2S+1 = 5
- largest force on an atom (eV/A) = 4.93
- E_tot (eV) = -61358.8322
- LUMO energy (alpha / beta) (eV) = 5.3446 / 3.9905
- ⟨S²⟩ = 6.12